Molecular formula: C6H19N3
Method: DFT, the ωB97M-V functional and the def2-TZVPD basis

Energy above the lowest of the compared OMol25 structures with the same formula, charge and spin   24.29 kcal/mol
Total charge   0
Spin multiplicity   1
SMILES   C[C@H](N)NN.CC(C)C

CARTESIAN COORDINATES (ANGSTROEM)
C: -0.953 1.639 -3.164
C: -0.726 0.286 -2.487
N: -1.450 -0.825 -3.107
N: -1.078 0.405 -1.081
N: -0.936 -0.786 -0.328
H: -0.395 2.409 -2.638
H: -2.012 1.897 -3.146
H: -0.617 1.607 -4.199
H: 0.341 0.024 -2.530
H: -1.080 -1.027 -4.027
H: -2.434 -0.582 -3.216
H: -2.037 0.723 -0.973
H: 0.112 -0.872 -0.136
H: -1.299 -1.580 -0.863
C: -0.205 -0.459 3.013
C: 1.227 -0.122 2.624
C: 1.238 1.000 1.504
C: 1.974 -1.357 2.141
H: -0.717 0.416 3.407
H: -0.227 -1.241 3.771
H: -0.750 -0.819 2.144
H: 1.749 0.288 3.497
H: 0.782 1.892 1.921
H: 2.273 1.244 1.276
H: 0.750 0.837 0.544
H: 1.981 -2.131 2.906
H: 1.485 -1.755 1.254
H: 3.005 -1.110 1.895

Atomic partial charges in e from the Mulliken method, atoms 1 to 5: -1.352, 0.314, -0.609, -0.356, -0.481

=====

Molecular formula: C45H116N4O15
Method: DFT, the ωB97M-V functional and the def2-TZVPD basis

Energy above the lowest of the compared OMol25 structures with the same formula, charge and spin   6.59 kcal/mol
Total charge   0
Spin multiplicity   1
SMILES   COCCNCCOC.COCCNCCOC.COCCNCCOC.COCCNCCOC.CC(C)O.CC(C)O.CC(C)O.CC(C)O.CC(C)O.CC(C)O.CC(C)O

CARTESIAN COORDINATES (ANGSTROEM)
C: 2.180 -2.587 2.378
O: 1.948 -1.504 1.518
C: 1.770 -1.974 0.185
C: 1.304 -0.845 -0.713
N: -0.004 -0.291 -0.327
C: -0.331 0.802 -1.257
C: -1.699 1.344 -0.898
O: -2.121 2.364 -1.790
C: -1.327 3.524 -1.831
H: 1.299 -3.235 2.454
H: 2.411 -2.283 3.400
H: 3.016 -3.213 2.039
H: 1.070 -2.814 0.155
H: 2.731 -2.340 -0.194
H: 1.219 -1.163 -1.756
H: 2.058 -0.050 -0.785
H: 0.131 0.147 0.608
H: -0.386 0.414 -2.276
H: 0.423 1.590 -1.187
H: -1.760 1.707 0.139
H: -2.501 0.602 -0.935
H: -0.343 3.311 -2.262
H: -1.168 3.927 -0.822
H: -1.835 4.295 -2.409
C: -2.199 -7.302 2.170
O: -2.539 -5.955 2.317
C: -1.629 -5.007 1.817
C: -2.253 -3.653 1.933
N: -2.666 -3.264 3.290
C: -1.587 -2.895 4.219
C: -2.046 -3.182 5.645
O: -2.414 -4.526 5.886
C: -1.378 -5.448 5.657
H: -3.019 -7.927 2.520
H: -1.266 -7.660 2.616
H: -2.143 -7.499 1.087
H: -1.471 -5.211 0.747
H: -0.625 -5.082 2.258
H: -3.167 -3.590 1.338
H: -1.676 -2.836 1.499
H: -3.104 -4.103 3.673
H: -1.363 -1.846 4.049
H: -0.681 -3.497 4.070
H: -2.916 -2.552 5.831
H: -1.249 -2.914 6.346
H: -0.391 -5.101 5.988
H: -1.289 -5.666 4.583
H: -1.669 -6.367 6.163
C: 2.458 5.070 1.850
O: 1.412 4.528 1.071
C: 0.620 3.565 1.729
C: 1.423 2.329 2.084
N: 0.619 1.087 2.189
C: -0.483 1.236 3.125
C: -0.033 1.445 4.575
O: 0.853 0.401 4.964
C: 1.378 0.631 6.235
H: 2.946 5.862 1.282
H: 3.234 4.307 1.966
H: 2.169 5.495 2.813
H: -0.112 3.273 0.974
H: 0.130 3.950 2.630
H: 2.031 2.414 2.995
H: 2.200 2.144 1.334
H: 1.200 0.357 2.589
H: -1.114 0.350 3.050
H: -1.177 2.032 2.846
H: -0.877 1.419 5.275
H: 0.457 2.417 4.692
H: 2.199 -0.050 6.473
H: 0.579 0.565 6.982
H: 1.895 1.594 6.370
C: -1.804 1.297 -4.613
O: -0.464 0.858 -4.732
C: 0.279 1.723 -5.569
C: 1.688 1.168 -5.691
N: 2.289 1.008 -4.343
C: 3.543 0.241 -4.391
C: 3.308 -1.266 -4.554
O: 2.687 -1.758 -3.384
C: 2.618 -3.161 -3.350
H: -2.333 0.687 -3.884
H: -2.300 1.148 -5.580
H: -1.919 2.337 -4.306
H: 0.272 2.743 -5.174
H: -0.190 1.712 -6.560
H: 2.406 1.805 -6.210
H: 1.677 0.215 -6.229
H: 1.697 0.394 -3.785
H: 4.104 0.389 -3.464
H: 4.204 0.560 -5.199
H: 4.273 -1.774 -4.676
H: 2.759 -1.459 -5.483
H: 1.838 -3.547 -4.021
H: 2.264 -3.433 -2.353
H: 3.570 -3.635 -3.603
C: -4.340 5.477 -4.241
C: -3.978 6.948 -4.078
C: -3.078 7.410 -5.208
O: -5.196 7.666 -3.971
H: -3.456 4.895 -4.530
H: -5.035 5.334 -5.070
H: -4.623 4.915 -3.350
H: -3.446 6.980 -3.120
H: -2.925 8.489 -5.111
H: -3.602 7.327 -6.164
H: -2.126 6.889 -5.248
H: -5.020 8.568 -3.686
C: -6.588 -0.289 1.697
C: -5.260 -1.045 1.703
C: -4.098 -0.146 2.119
O: -5.391 -2.058 2.703
H: -6.614 0.388 0.843
H: -6.697 0.232 2.648
H: -7.445 -0.957 1.604
H: -5.088 -1.497 0.721
H: -4.054 0.733 1.464
H: -3.196 -0.714 1.881
H: -4.114 0.202 3.149
H: -4.510 -2.336 3.022
C: -1.490 -3.102 -3.212
C: -2.250 -2.759 -1.917
C: -3.420 -3.655 -1.550
O: -1.300 -2.833 -0.861
H: -1.147 -4.136 -3.162
H: -0.688 -2.387 -3.385
H: -2.152 -3.044 -4.084
H: -2.632 -1.727 -1.954
H: -3.054 -4.662 -1.319
H: -4.032 -3.866 -2.434
H: -4.015 -3.276 -0.726
H: -0.891 -1.950 -0.713
C: 4.736 0.131 -0.640
C: 6.003 -0.348 0.004
C: 5.895 -1.792 0.541
O: 7.050 -0.237 -0.985
H: 4.766 1.152 -1.015
H: 3.987 0.149 0.165
H: 4.295 -0.566 -1.357
H: 6.254 0.360 0.803
H: 5.711 -2.450 -0.309
H: 5.067 -1.827 1.248
H: 6.844 -2.069 1.001
H: 7.774 -0.763 -0.621
C: 4.207 4.958 -1.806
C: 3.802 3.552 -2.238
C: 2.726 3.001 -1.359
O: 3.324 3.636 -3.582
H: 4.594 4.918 -0.784
H: 3.360 5.640 -1.830
H: 5.072 5.240 -2.407
H: 4.741 2.982 -2.259
H: 3.090 2.900 -0.328
H: 2.398 1.991 -1.620
H: 1.828 3.618 -1.308
H: 2.984 2.760 -3.859
C: -5.172 3.012 -0.742
C: -5.778 2.504 -2.053
C: -5.971 1.016 -2.174
O: -7.069 3.086 -2.256
H: -4.600 3.928 -0.899
H: -4.438 2.307 -0.343
H: -5.925 3.147 0.034
H: -5.107 2.825 -2.859
H: -5.052 0.448 -2.021
H: -6.322 0.732 -3.171
H: -6.793 0.662 -1.548
H: -6.964 4.005 -2.522
C: 5.486 -2.424 4.473
C: 5.565 -3.958 4.736
C: 6.426 -4.575 3.636
O: 6.204 -4.181 5.973
H: 6.476 -2.065 4.183
H: 5.130 -1.891 5.352
H: 4.865 -2.223 3.597
H: 4.553 -4.358 4.723
H: 6.027 -4.388 2.635
H: 6.498 -5.653 3.792
H: 7.438 -4.163 3.591
H: 7.152 -4.065 5.872

Atomic partial charges in e from the Mulliken method, atoms 1 to 5: -0.636, -0.248, -1.459, 2.449, 0.999

=====

Molecular formula: C50H42MnN6O5
Method: DFT, the ωB97M-V functional and the def2-TZVPD basis

E_tot   -3786.16399 hartree
Total charge   +1
Spin multiplicity   5
⟨S²⟩   6.043

CARTESIAN COORDINATES (ANGSTROEM)
Mn: 0.364 -0.242 -0.507
C: -6.296 2.512 6.008
O: -6.069 1.196 5.553
C: -5.205 0.977 4.541
C: -5.018 -0.362 4.180
C: -4.131 -0.715 3.192
C: -3.377 0.255 2.527
C: -3.603 1.593 2.858
C: -4.504 1.957 3.839
C: -2.344 -0.062 1.539
C: -1.410 -1.079 1.785
C: -1.441 -2.058 2.832
C: -0.480 -2.979 2.551
C: 0.235 -2.495 1.414
N: -0.346 -1.344 0.954
C: 1.513 -2.965 1.078
C: 2.456 -2.091 0.530
C: 3.877 -2.192 0.669
C: 4.387 -0.964 0.380
C: 3.294 -0.149 -0.053
C: 3.406 1.126 -0.616
C: 4.469 2.023 -0.133
C: 5.543 2.520 -0.860
C: 6.344 3.504 -0.319
C: 6.075 4.045 0.944
O: 6.863 5.073 1.333
C: 6.676 5.658 2.603
C: 5.028 3.509 1.691
C: 4.252 2.501 1.157
C: 2.422 1.658 -1.465
N: 1.141 1.194 -1.547
C: 0.499 1.956 -2.487
C: -0.900 2.047 -2.612
C: -1.480 2.819 -3.721
C: -1.157 2.468 -5.037
C: -1.773 3.085 -6.102
C: -2.727 4.089 -5.895
O: -3.323 4.586 -7.000
C: -4.323 5.572 -6.863
C: -2.985 4.502 -4.590
C: -2.370 3.873 -3.524
C: -1.742 1.525 -1.614
C: -3.126 1.829 -1.427
C: -3.479 1.353 -0.200
C: -2.339 0.684 0.339
N: -1.302 0.770 -0.548
C: 1.432 2.874 -3.069
C: 2.607 2.727 -2.394
N: 2.133 -0.856 0.038
C: 1.867 -4.335 1.509
C: 1.418 -5.401 0.737
C: 1.650 -6.711 1.116
C: 2.334 -6.977 2.299
O: 2.589 -8.212 2.790
C: 2.174 -9.339 2.053
C: 2.816 -5.906 3.060
C: 2.582 -4.604 2.674
H: -6.950 2.407 6.873
H: -5.365 3.000 6.313
H: -6.798 3.118 5.247
H: -5.585 -1.114 4.701
H: -4.056 -1.752 2.902
H: -3.043 2.364 2.348
H: -4.651 3.002 4.057
H: -2.085 -2.040 3.687
H: -0.217 -3.861 3.102
H: 4.405 -3.071 0.983
H: 5.407 -0.634 0.412
H: 5.755 2.118 -1.841
H: 7.187 3.889 -0.870
H: 7.393 6.476 2.652
H: 5.664 6.059 2.728
H: 6.888 4.943 3.404
H: 4.806 3.881 2.677
H: 3.427 2.102 1.730
H: -0.450 1.670 -5.218
H: -1.547 2.806 -7.119
H: -4.687 5.769 -7.870
H: -5.155 5.227 -6.242
H: -3.920 6.497 -6.440
H: -3.665 5.313 -4.389
H: -2.571 4.229 -2.524
H: -3.762 2.330 -2.128
H: -4.440 1.415 0.272
H: 1.204 3.577 -3.845
H: 3.524 3.267 -2.513
H: 0.889 -5.204 -0.185
H: 1.292 -7.510 0.483
H: 2.476 -10.208 2.637
H: 1.091 -9.355 1.905
H: 2.673 -9.371 1.082
H: 3.371 -6.126 3.960
H: 2.940 -3.791 3.289
C: -2.757 -3.867 -1.774
N: -1.857 -2.736 -1.771
C: -0.631 -2.715 -2.325
N: -0.247 -3.764 -3.079
O: 0.139 -1.758 -2.144
H: -3.588 -3.657 -1.106
H: -2.253 -4.770 -1.421
H: -3.156 -4.048 -2.775
H: -2.057 -1.964 -1.147
H: -0.903 -4.448 -3.410
H: 0.666 -3.719 -3.498

Atomic partial charges in e from the Mulliken method, atoms 1 to 5: -0.188, -0.832, -0.444, 0.758, -0.770

=====

Molecular formula: C22H29BrN8O2PSV
Method: DFT, the ωB97M-V functional and the def2-TZVPD basis

Energy above the lowest of the compared OMol25 structures with the same formula, charge and spin   0.00 kcal/mol
Total charge   +4
Spin multiplicity   3
⟨S²⟩   2.013

CARTESIAN COORDINATES (ANGSTROEM)
V: 0.112 0.146 -0.286
C: -3.219 -2.108 -2.114
C: -2.239 -1.099 -1.617
N: -1.373 -1.326 -0.686
N: -1.329 -2.546 -0.059
C: -0.399 -2.776 0.888
N: -0.389 -3.947 1.484
S: 0.779 -1.583 1.297
C: -2.171 0.266 -2.184
C: -3.081 0.731 -3.111
C: -2.945 2.023 -3.613
C: -1.896 2.809 -3.173
C: -1.022 2.281 -2.234
N: -1.155 1.047 -1.739
H: -2.830 -3.124 -2.060
H: -3.475 -1.931 -3.155
H: -4.146 -2.063 -1.533
H: -2.046 -3.233 -0.256
H: -1.045 -4.688 1.271
H: 0.343 -4.171 2.143
H: -3.896 0.109 -3.454
H: -3.649 2.401 -4.345
H: -1.742 3.812 -3.548
H: -0.183 2.864 -1.874
Br: 2.565 5.166 4.668
C: 2.350 4.053 3.174
C: 3.257 3.032 2.932
C: 3.076 2.195 1.837
C: 1.987 2.377 0.992
C: 1.091 3.415 1.228
C: 1.276 4.258 2.312
N: 1.769 1.464 -0.094
C: 2.684 1.309 -0.976
C: 2.518 0.272 -1.988
C: 3.417 0.105 -3.019
C: 3.202 -0.919 -3.940
C: 2.087 -1.724 -3.788
C: 1.211 -1.475 -2.741
N: 1.408 -0.498 -1.850
H: 4.108 2.896 3.587
H: 3.784 1.395 1.649
H: 0.261 3.581 0.553
H: 0.608 5.094 2.479
H: 3.584 1.921 -0.973
H: 4.280 0.755 -3.099
H: 3.895 -1.081 -4.756
H: 1.887 -2.537 -4.472
H: 0.328 -2.088 -2.616
N: 0.121 0.043 4.536
C: 0.086 1.290 3.692
P: -1.368 1.172 2.546
O: -2.229 0.086 3.089
O: -0.886 1.143 1.098
C: -2.329 2.743 2.784
N: -3.732 2.378 3.198
H: -0.834 -0.234 4.796
H: 0.687 0.159 5.381
H: 0.503 -0.740 3.996
H: 1.024 1.377 3.144
H: 0.006 2.149 4.355
H: -2.363 3.358 1.888
H: -1.882 3.336 3.580
H: -4.163 3.086 3.801
H: -3.715 1.467 3.683
H: -4.346 2.257 2.390

Atomic partial charges in e from the Mulliken method, atoms 1 to 5: 0.352, -1.874, 1.076, 1.106, -0.851